No. 1
DFT (ωB97M-V with the def2-TZVPD basis set) results for a structure of composition C11H18CrN2O5.

CARTESIAN COORDINATES (ANGSTROEM)
Cr (0.2514, 0.7999, -1.3667)
O (-2.3507, 2.5653, -1.3001)
C (-2.1109, 1.4177, -1.0007)
O (-1.6559, 0.4881, -1.8298)
C (-2.3109, 0.9525, 0.4472)
C (-2.0510, -0.5486, 0.6109)
C (-2.5408, -1.0624, 1.9664)
C (-1.4565, -0.5121, 2.9300)
C (-0.5763, 0.2662, 1.9582)
O (-0.6015, -0.5658, 0.7667)
C (-1.2941, 1.5517, 1.4768)
C (-0.1868, 2.5057, 1.0373)
O (0.2518, 3.2846, 1.8604)
O (0.3357, 2.3214, -0.1452)
H (-3.3299, 1.2337, 0.7115)
H (-2.3369, -1.1449, -0.2459)
H (-2.5679, -2.1511, 1.9764)
H (-3.5428, -0.6960, 2.1933)
H (-0.8952, -1.3165, 3.4031)
H (-1.8553, 0.1347, 3.7101)
H (0.4489, 0.4228, 2.2797)
H (-1.8018, 2.0385, 2.3038)
N (2.3967, 0.9449, -1.2026)
C (3.0975, -0.2722, -0.7336)
C (2.8640, -1.4612, -1.6566)
C (1.4196, -1.9406, -1.7484)
N (0.5767, -0.9805, -2.5068)
H (2.8366, 1.2950, -2.0479)
H (2.4521, 1.6952, -0.5163)
H (2.7150, -0.5042, 0.2619)
H (4.1678, -0.0916, -0.6370)
H (3.4724, -2.2905, -1.2916)
H (3.2388, -1.2278, -2.6618)
H (0.9919, -2.0273, -0.7468)
H (1.3909, -2.9292, -2.2074)
H (-0.3777, -1.3193, -2.5986)
H (0.9353, -0.8761, -3.4498)

Forces on atoms 1 to 2 (eV/Å):
0.6 -0.4 -0.2
-0.3 0.0 -0.1

**Total energy**: -1960.23957 hartree
**Spin multiplicity**: 5
**Gap between HOMO and LUMO (spin up / spin down)**: 8.30 / 8.62 eV
**Net charge**: 0
**⟨S²⟩**: 6.012
**Maximum force**: 0.8 eV/A



No. 2
DFT (ωB97M-V with the def2-TZVPD basis set) results for a structure of composition C11H18CuFN3O5.

CARTESIAN COORDINATES (ANGSTROEM)
C (1.3839, -2.9660, -0.9742)
C (0.0892, -2.1462, -0.6929)
O (0.3775, -0.7409, -0.6257)
C (-0.1146, -0.1037, 0.5309)
C (0.4721, -0.7044, 1.8678)
C (0.6378, 0.3268, 3.0185)
N (1.1337, -0.0590, 4.1112)
O (0.3776, 1.2230, 0.4761)
C (1.6331, 1.2849, -0.1491)
O (2.5970, 0.8304, 0.3352)
C (1.7876, 2.0225, -1.5018)
C (0.6050, 2.9700, -1.8466)
C (-0.6238, 2.1781, -2.4105)
N (-1.7849, 3.0830, -2.3467)
C (-1.6738, 0.0238, 0.6019)
O (-2.1629, 1.0704, 0.6985)
N (-2.5362, -1.1602, 0.6110)
C (-2.5425, -1.8148, 1.8386)
O (-1.9798, -2.8255, 2.0892)
F (-3.2607, -1.2813, 2.8023)
H (1.0766, -4.0230, -1.1253)
H (2.1229, -2.9049, -0.1526)
H (1.8053, -2.6536, -1.9458)
H (-0.4995, -2.5457, 0.1578)
H (-0.5453, -2.2944, -1.5955)
H (1.4936, -1.0751, 1.6115)
H (-0.1604, -1.5705, 2.2344)
H (0.3200, 1.3758, 2.9626)
H (1.3601, -1.0614, 4.0326)
H (2.6784, 2.6668, -1.3546)
H (2.0577, 1.3288, -2.3169)
H (0.3420, 3.6509, -1.0181)
H (0.9512, 3.6131, -2.6816)
H (-0.7578, 1.2387, -1.8344)
H (-0.3826, 1.9765, -3.4736)
H (-1.8070, 3.5349, -1.4382)
H (-2.6302, 2.5487, -2.5217)
H (-2.3684, -1.7967, -0.1635)
Cu (0.5278, -3.2202, 2.1893)

Forces on atoms 1 to 2 (eV/Å):
-1.0 -0.2 0.0
0.6 -0.8 -1.6

**Total energy**: -2710.38222 hartree
**Gap between HOMO and LUMO**: 5.43 eV
**Net charge**: +1
**Maximum force**: 2.8 eV/A



No. 3
DFT (ωB97M-V with the def2-TZVPD basis set) results for a structure of composition C11H18CuN6O5.

CARTESIAN COORDINATES (ANGSTROEM)
Cu (0.5115, -1.2481, -0.8254)
O (0.6056, 1.3569, -0.6847)
C (0.6268, 1.4984, 0.7089)
C (1.7460, 0.6559, 1.3534)
N (1.5198, -0.7794, 1.2488)
C (0.6656, -1.3480, 2.2719)
C (-0.6341, -1.9837, 1.6571)
O (-1.3690, -2.5922, 2.4022)
O (-0.8287, -1.7746, 0.4169)
C (2.7505, -1.5113, 0.9781)
C (3.2626, -1.1090, -0.4403)
O (4.4505, -1.0958, -0.6753)
O (2.3359, -0.7685, -1.2546)
H (1.4286, 0.9499, -1.0152)
H (-1.1332, 0.4847, 0.4481)
H (0.7841, 2.5578, 0.9696)
H (1.8785, 0.9572, 2.3982)
H (2.6678, 0.9067, 0.8171)
H (0.3235, -0.5844, 2.9750)
H (1.1760, -2.1282, 2.8438)
H (2.5388, -2.5822, 0.9584)
H (3.5341, -1.3205, 1.7230)
N (-2.9865, 0.2398, -4.5913)
C (-2.5189, -0.8957, -5.1472)
N (-3.0168, -1.2738, -6.3358)
N (-1.6038, -1.6468, -4.6111)
C (-0.9597, -1.5124, -3.5238)
N (-0.2766, -1.5395, -2.5886)
H (-3.7079, 0.7831, -5.0310)
H (-2.6297, 0.5407, -3.7006)
H (-3.7499, -0.7649, -6.7966)
H (-2.6889, -2.1347, -6.7373)
C (0.2545, 2.4105, 3.8856)
C (-1.1626, 2.2539, 3.3119)
C (-1.4874, 1.3954, 2.1454)
N (-0.7375, 1.1199, 1.1422)
H (0.2004, 2.9720, 4.8170)
H (0.9180, 2.9493, 3.2157)
H (0.6791, 1.4349, 4.1180)
H (-1.5626, 3.2359, 3.0325)
H (-1.8042, 1.8909, 4.1200)

Forces on atoms 1 to 2 (eV/Å):
0.7 0.2 1.5
-0.1 -0.3 -0.4

**Total energy**: -2775.14176 hartree
**Spin multiplicity**: 2
**Gap between HOMO and LUMO (spin up / spin down)**: 6.81 / 5.97 eV
**Net charge**: 0
**⟨S²⟩**: 0.753
**Maximum force**: 2.0 eV/A



No. 4
DFT (ωB97M-V with the def2-TZVPD basis set) results for a structure of composition C11H18FNNbO.

CARTESIAN COORDINATES (ANGSTROEM)
C (0.5002, -0.9809, 1.6945)
C (-0.1046, -0.4380, 0.2326)
Nb (-2.3085, 0.1003, 0.6509)
N (-2.8948, -1.3126, -0.8645)
C (-2.7399, -2.6199, -0.4401)
O (-2.4816, -3.7576, 0.2597)
C (-4.5017, 0.5089, 1.2884)
C (-5.3283, -0.8779, 0.9612)
F (-4.4288, 0.7778, 2.7731)
H (-0.1872, -0.4517, 2.5128)
H (1.6104, -0.6504, 1.8616)
H (0.3063, -2.1323, 1.7911)
H (0.4845, 0.5182, -0.1048)
H (-0.0393, -1.3381, -0.5269)
H (-2.3420, 1.3908, -0.6176)
H (-1.7412, 1.2661, 1.9121)
H (-2.2998, -1.2653, 1.8740)
H (-4.9484, 1.4725, 0.7969)
H (-6.4315, -0.8008, 1.4077)
H (-5.4396, -1.0160, -0.2086)
H (-4.7057, -1.7603, 1.4513)
C (4.6573, 1.1277, -2.8651)
C (4.3519, -0.0847, -2.2473)
C (3.8676, -0.0993, -0.9396)
C (3.6792, 1.1002, -0.2526)
C (3.9810, 2.3128, -0.8718)
C (4.4741, 2.3269, -2.1763)
H (5.0380, 1.1386, -3.8831)
H (4.4923, -1.0189, -2.7852)
H (3.6361, -1.0445, -0.4562)
H (3.2971, 1.0893, 0.7648)
H (3.8326, 3.2476, -0.3368)
H (4.7144, 3.2715, -2.6564)

Forces on atoms 1 to 2 (eV/Å):
-1.1 0.9 0.1
1.1 -0.7 1.0

**Total energy**: -716.47371 hartree
**Gap between HOMO and LUMO**: 6.74 eV
**Net charge**: -1
**Maximum force**: 9.9 eV/A